A structure of composition C44H51N3OP2SeSiTi in a non-equilibrium geometry, computed with ωB97M-V with the def2-TZVPD basis set.

The HOMO energy (alpha / beta) is -0.343 / -0.356 hartree. As for the spin multiplicity: 2. As for the total charge: +1.

Geometry (Å):
Ti (0.500, -0.459, -0.205)
C (-2.410, 3.195, 0.678)
N (-1.993, 1.784, 0.662)
P (-1.865, 0.852, -0.768)
C (-3.447, 1.195, -1.612)
C (-4.604, 0.604, -1.092)
C (-5.848, 0.887, -1.635)
C (-5.952, 1.755, -2.716)
C (-4.807, 2.315, -3.262)
C (-3.559, 2.032, -2.720)
C (-0.684, 1.589, -1.961)
C (-0.025, 0.646, -2.763)
C (0.847, 1.056, -3.770)
C (1.053, 2.405, -3.993)
C (0.411, 3.349, -3.193)
C (-0.440, 2.948, -2.177)
P (-0.927, 1.139, 1.884)
C (-1.126, 2.320, 3.267)
C (-0.034, 3.091, 3.659)
C (-0.148, 4.000, 4.708)
C (-1.361, 4.143, 5.360)
C (-2.460, 3.379, 4.970)
C (-2.344, 2.468, 3.935)
C (-1.804, -0.284, 2.662)
C (-2.850, -1.001, 2.108)
C (-3.394, -2.095, 2.775)
C (-2.889, -2.485, 4.005)
C (-1.829, -1.780, 4.568)
C (-1.286, -0.696, 3.897)
H (-2.947, 3.415, -0.242)
H (-1.559, 3.878, 0.757)
H (-3.080, 3.399, 1.511)
H (-4.540, -0.083, -0.258)
H (-6.735, 0.423, -1.221)
H (-6.923, 1.985, -3.138)
H (-4.881, 2.973, -4.119)
H (-2.677, 2.459, -3.175)
H (-0.270, -0.409, -2.663)
H (1.346, 0.317, -4.386)
H (1.716, 2.730, -4.785)
H (0.578, 4.406, -3.368)
H (-0.941, 3.696, -1.573)
H (0.916, 2.978, 3.147)
H (0.707, 4.592, 5.010)
H (-1.456, 4.845, 6.179)
H (-3.408, 3.494, 5.482)
H (-3.196, 1.862, 3.643)
H (-3.243, -0.722, 1.143)
H (-4.207, -2.647, 2.321)
H (-3.317, -3.332, 4.526)
H (-1.435, -2.071, 5.535)
H (-0.467, -0.145, 4.351)
N (1.703, 1.478, 0.084)
C (2.623, 2.016, -0.892)
C (2.704, 3.392, -1.041)
C (3.545, 3.954, -1.986)
C (4.300, 3.118, -2.796)
C (4.229, 1.745, -2.622)
C (3.413, 1.157, -1.649)
C (3.446, -0.323, -1.430)
C (4.701, -0.929, -1.612)
C (4.872, -2.297, -1.508)
C (3.769, -3.087, -1.215)
C (2.538, -2.485, -0.979)
C (2.316, -1.096, -1.064)
H (2.225, 1.021, 0.826)
H (1.198, 2.236, 0.513)
H (2.088, 4.032, -0.415)
H (3.603, 5.030, -2.091)
H (4.950, 3.534, -3.559)
H (4.811, 1.102, -3.272)
H (5.568, -0.309, -1.818)
H (5.853, -2.738, -1.655)
H (3.866, -4.168, -1.159)
H (1.712, -3.132, -0.729)
C (3.611, -2.912, 3.397)
N (2.938, -1.858, 2.619)
C (3.660, -0.604, 2.370)
C (1.734, -1.995, 2.132)
C (0.909, -3.198, 2.397)
O (1.248, -1.042, 1.449)
H (4.670, -2.684, 3.428)
H (3.498, -3.881, 2.922)
H (3.233, -2.960, 4.417)
H (4.543, -0.578, 2.999)
H (3.033, 0.247, 2.622)
H (3.968, -0.541, 1.326)
H (1.445, -3.993, 2.902)
H (0.491, -3.544, 1.454)
H (0.058, -2.885, 3.009)
C (-1.884, -2.936, -3.814)
Si (-0.937, -3.838, -2.498)
C (-1.838, -5.343, -1.907)
C (0.757, -4.282, -3.104)
Se (-0.888, -2.450, -0.675)
H (-2.189, -3.625, -4.614)
H (-1.270, -2.148, -4.262)
H (-2.782, -2.479, -3.390)
H (-1.983, -6.057, -2.729)
H (-2.819, -5.072, -1.506)
H (-1.267, -5.835, -1.116)
H (0.680, -4.827, -4.055)
H (1.270, -4.929, -2.385)
H (1.371, -3.393, -3.266)



A cluster of 4 separate species, CH10O3S2 in total in a non-equilibrium geometry, computed with ωB97M-V with the def2-TZVPD basis set.

The SMILES is CSS.O.O.O. The HOMO energy is -0.316 hartree. As for the total charge: 0.

Geometry (Å):
C (2.606, 1.113, -2.147)
S (3.435, -0.399, -1.375)
S (2.830, -0.017, 0.706)
H (1.542, 1.225, -2.043)
H (2.811, 0.926, -3.232)
H (3.061, 2.030, -1.879)
H (1.539, 0.349, 0.261)
H (-0.027, -2.059, 1.124)
H (-0.785, -0.859, 0.955)
O (-0.224, -1.231, 1.638)
H (-1.979, 2.077, 2.288)
H (-2.184, 0.478, 2.070)
O (-2.568, 1.316, 2.242)
H (-2.928, -2.019, 0.264)
H (-4.027, -1.587, -0.432)
O (-3.103, -1.344, -0.440)



The ion C4H7N4O2 with charge +1 in a non-equilibrium geometry, computed with ωB97M-V with the def2-TZVPD basis set.

The SMILES is N[C@@H]1NC=[NH+]C=C1[N+](=O)[O-]. The HOMO energy is -0.510 hartree. As for the total charge: +1.

Geometry (Å):
C (0.298, 1.519, -0.270)
C (-1.825, 0.635, 0.298)
C (0.874, 0.252, 0.139)
C (-0.001, -0.965, 0.443)
N (-1.380, -0.500, 0.716)
N (-1.068, 1.602, -0.214)
N (-0.126, -1.744, -0.711)
N (2.288, 0.062, 0.110)
O (2.893, 1.085, -0.215)
O (2.628, -1.120, 0.088)
H (1.056, 2.260, -0.370)
H (-2.877, 0.824, 0.487)
H (0.497, -1.626, 1.120)
H (-2.028, -1.061, 1.161)
H (-1.616, 2.358, -0.468)
H (0.698, -2.322, -0.762)
H (-0.310, -1.261, -1.554)



Taking the records one at a time from the top gives ΔE to the lowest compared entry with this formula, charge and spin values of 1.1717, 1.3802, 1.9882 eV.